{
  "formula": "C4H14N3",
  "method": "ωB97M-V/def2-TZVPD",
  "symbols": ["C", "C", "N", "N", "N", "H", "H", "H", "H", "H", "H", "H", "H", "C", "C", "H", "H", "H", "H", "H", "H"],
  "coordinates": [[1.563, -0.369, -0.300], [0.520, 0.850, 1.594], [1.415, -0.084, 1.126], [-0.031, 1.909, 0.865], [0.471, 0.898, 2.984], [1.889, -0.758, 1.818], [-0.116, 1.731, -0.213], [-0.893, 2.247, 1.119], [1.135, 0.756, 3.688], [-0.069, 1.726, 3.248], [2.589, -0.395, -0.494], [1.161, 0.255, -1.115], [0.930, -1.306, -0.566], [-1.760, -0.487, -1.435], [-0.785, -1.441, -2.015], [-1.658, 0.394, -1.923], [-2.838, -0.664, -1.618], [-1.769, -0.294, -0.360], [-0.719, -2.299, -1.134], [0.254, -0.979, -2.213], [-1.288, -1.691, -3.056]],
  "energy_ev": -8837.183,
  "e_homo_ev": -14.5,
  "charge": 1
}

***

{
  "formula": "C41H53F4N8O6P2Zr",
  "method": "ωB97M-V/def2-TZVPD",
  "symbols": ["Zr", "C", "N", "C", "C", "C", "N", "C", "C", "F", "C", "F", "C", "C", "F", "C", "F", "H", "H", "H", "H", "H", "H", "H", "H", "H", "H", "H", "C", "C", "N", "C", "C", "N", "C", "C", "C", "C", "C", "N", "C", "C", "N", "C", "C", "N", "C", "C", "C", "N", "C", "C", "H", "H", "H", "H", "H", "H", "H", "H", "H", "H", "H", "H", "C", "C", "C", "O", "P", "O", "C", "P", "O", "O", "C", "C", "C", "O", "C", "C", "C", "O", "C", "C", "C", "H", "H", "H", "H", "H", "H", "H", "H", "H", "H", "H", "H", "H", "H", "H", "H", "H", "H", "H", "H", "H", "H", "H", "H", "H", "H", "H", "H", "H", "H"],
  "coordinates": [[-0.041, 0.042, 0.211], [1.622, 2.809, 0.719], [0.223, 2.305, 0.566], [-0.419, 3.173, -0.463], [-0.512, 2.524, 1.856], [-0.240, 1.454, 2.911], [-0.141, 0.120, 2.295], [0.112, -0.994, 3.084], [0.630, -2.121, 2.457], [0.888, -1.986, 1.104], [0.992, -3.286, 3.091], [1.520, -4.272, 2.369], [0.813, -3.403, 4.453], [0.286, -2.309, 5.115], [0.091, -2.360, 6.423], [-0.059, -1.135, 4.459], [-0.553, -0.122, 5.186], [1.590, 3.882, 0.914], [2.180, 2.636, -0.199], [2.119, 2.305, 1.537], [-0.422, 4.207, -0.115], [-1.443, 2.855, -0.638], [0.146, 3.124, -1.390], [-1.571, 2.535, 1.626], [-0.248, 3.505, 2.256], [-1.052, 1.516, 3.631], [0.679, 1.685, 3.454], [1.084, -4.304, 4.986], [-2.005, 0.710, -3.924], [-1.775, 0.679, -2.561], [-0.540, 0.569, -2.066], [0.469, 0.470, -2.938], [0.213, 0.480, -4.305], [-1.012, 0.607, -4.797], [1.825, 0.254, -2.387], [2.921, 0.342, -3.211], [4.186, -0.035, -2.761], [4.254, -0.464, -1.440], [3.142, -0.443, -0.623], [1.906, -0.082, -1.068], [3.360, -0.729, 0.814], [4.282, -1.672, 1.256], [4.581, -1.794, 2.543], [3.976, -0.965, 3.387], [3.000, -0.079, 2.951], [2.675, 0.022, 1.666], [5.375, 0.024, -3.629], [5.259, -0.119, -5.009], [6.409, -0.069, -5.783], [7.624, 0.115, -5.272], [7.732, 0.256, -3.952], [6.645, 0.214, -3.092], [-3.009, 0.809, -4.319], [-2.589, 0.747, -1.856], [1.009, 0.362, -5.027], [2.803, 0.725, -4.213], [5.198, -0.783, -1.024], [4.772, -2.355, 0.570], [4.262, -1.018, 4.431], [2.473, 0.553, 3.656], [4.306, -0.311, -5.485], [6.352, -0.185, -6.859], [8.732, 0.409, -3.565], [6.798, 0.371, -2.032], [-6.777, 1.263, 0.439], [-5.304, 1.557, 0.312], [-4.914, 2.171, -1.010], [-4.599, 0.240, 0.458], [-3.226, 0.060, 1.147], [-2.055, 0.614, 0.333], [-3.030, -1.730, 1.252], [-2.352, -2.335, -0.316], [-0.980, -1.697, -0.480], [-2.371, -3.869, -0.356], [-1.650, -4.824, 0.543], [-2.615, -5.947, 0.822], [-0.388, -5.251, -0.165], [-3.284, -1.850, -1.449], [-4.430, -2.632, -2.034], [-5.480, -1.617, -2.401], [-3.910, -3.424, -3.208], [-3.212, 0.733, 2.538], [-4.335, 0.677, 3.535], [-3.993, -0.379, 4.559], [-4.462, 2.062, 4.114], [-7.333, 2.200, 0.402], [-7.009, 0.767, 1.382], [-7.117, 0.631, -0.383], [-4.968, 2.191, 1.135], [-5.208, 1.526, -1.841], [-3.842, 2.373, -1.062], [-5.437, 3.121, -1.118], [-3.994, -2.207, 1.445], [-2.336, -1.955, 2.068], [-1.420, -4.281, 1.466], [-2.924, -6.417, -0.112], [-3.500, -5.596, 1.353], [-2.123, -6.700, 1.438], [-0.635, -5.794, -1.078], [0.184, -5.912, 0.486], [0.237, -4.395, -0.420], [-4.794, -3.294, -1.247], [-5.124, -0.967, -3.203], [-5.763, -1.011, -1.539], [-6.366, -2.141, -2.760], [-3.535, -2.754, -3.983], [-4.729, -4.008, -3.630], [-3.119, -4.112, -2.915], [-5.234, 0.400, 2.982], [-3.068, -0.125, 5.077], [-3.891, -1.369, 4.109], [-4.793, -0.432, 5.297], [-3.539, 2.346, 4.623], [-5.268, 2.066, 4.848], [-4.694, 2.810, 3.356]],
  "energy_ev": -98297.878,
  "e_homo_ev": -15.6,
  "charge": 3
}

***

{
  "formula": "C30H63BBrN5O9S",
  "method": "ωB97M-V/def2-TZVPD",
  "symbols": ["C", "O", "C", "C", "C", "C", "C", "C", "C", "C", "C", "C", "C", "S", "C", "N", "N", "C", "O", "C", "O", "O", "C", "Br", "C", "C", "B", "O", "O", "H", "H", "H", "H", "H", "H", "H", "H", "H", "H", "H", "H", "H", "H", "H", "H", "H", "H", "H", "H", "H", "H", "H", "H", "H", "H", "H", "H", "H", "H", "C", "C", "C", "O", "C", "N", "H", "H", "H", "H", "H", "H", "H", "H", "H", "H", "H", "C", "C", "C", "O", "C", "N", "H", "H", "H", "H", "H", "H", "H", "H", "H", "H", "H", "C", "C", "C", "O", "C", "N", "H", "H", "H", "H", "H", "H", "H", "H", "H", "H", "H"],
  "coordinates": [[1.000, -3.312, 2.811], [0.864, -4.383, 1.903], [0.384, -3.970, 0.632], [1.467, -3.294, -0.211], [1.714, -3.968, -1.556], [0.588, -3.825, -2.586], [-0.014, -2.425, -2.707], [0.831, -1.471, -3.564], [0.029, -0.492, -4.461], [-1.027, 0.174, -3.567], [-1.598, 1.533, -3.996], [-0.859, 2.740, -3.421], [-0.798, 2.758, -1.906], [-2.470, 2.820, -1.181], [-2.024, 2.396, 0.445], [-2.538, 1.503, 1.232], [-1.787, 1.555, 2.410], [-0.888, 2.469, 2.230], [-0.971, 3.058, 1.001], [-0.587, -1.415, -5.530], [-1.461, -2.198, -5.436], [0.070, -1.223, -6.731], [0.332, 0.166, -6.700], [1.325, 0.813, -8.210], [0.923, 0.427, -5.318], [2.450, 0.205, -5.251], [3.323, 1.519, -5.232], [4.646, 1.428, -4.809], [2.848, 2.749, -5.612], [1.875, -3.465, 3.439], [0.133, -3.244, 3.472], [1.117, -2.347, 2.318], [0.032, -4.882, 0.155], [-0.490, -3.329, 0.766], [2.392, -3.359, 0.363], [1.277, -2.227, -0.321], [1.830, -5.035, -1.355], [2.674, -3.645, -1.958], [-0.218, -4.533, -2.402], [0.999, -4.088, -3.561], [-0.148, -1.980, -1.724], [-1.017, -2.532, -3.109], [1.424, -0.848, -2.890], [1.557, -2.043, -4.140], [-1.862, -0.519, -3.517], [-0.625, 0.254, -2.561], [-2.621, 1.577, -3.628], [-1.648, 1.618, -5.080], [-1.342, 3.654, -3.770], [0.170, 2.810, -3.770], [-0.235, 3.617, -1.550], [-0.305, 1.872, -1.515], [-0.105, 2.802, 2.886], [-0.621, 0.685, -6.777], [0.775, 1.492, -5.168], [2.765, -0.416, -4.421], [2.764, -0.346, -6.143], [4.725, 1.545, -3.858], [2.393, 2.746, -6.461], [-4.489, -6.134, 3.686], [-3.573, -4.918, 3.797], [-3.624, -3.987, 2.578], [-2.930, -4.465, 1.443], [-3.632, -5.393, 0.640], [-2.212, -5.371, 4.095], [-4.070, -6.897, 3.031], [-4.623, -6.591, 4.666], [-5.473, -5.856, 3.304], [-3.918, -4.327, 4.651], [-3.125, -3.053, 2.849], [-4.659, -3.733, 2.312], [-4.703, -5.171, 0.615], [-3.480, -6.419, 0.983], [-3.236, -5.314, -0.372], [-1.623, -4.567, 4.290], [-1.818, -5.769, 3.246], [-0.153, -0.099, 4.743], [0.525, -1.205, 5.546], [1.593, -0.700, 6.525], [2.817, -0.322, 5.925], [2.849, 0.978, 5.371], [1.054, -2.212, 4.620], [0.480, 0.261, 3.932], [-1.071, -0.464, 4.288], [-0.413, 0.749, 5.381], [-0.248, -1.687, 6.152], [1.847, -1.519, 7.202], [1.205, 0.121, 7.142], [2.248, 1.678, 5.959], [2.504, 0.984, 4.333], [3.886, 1.313, 5.383], [1.400, -3.007, 5.150], [1.884, -1.822, 4.181], [2.504, 7.290, -0.170], [1.332, 6.316, -0.249], [-0.032, 6.992, -0.440], [-0.561, 7.598, 0.722], [-0.072, 8.894, 1.011], [1.353, 5.442, 0.927], [2.559, 7.777, 0.804], [3.443, 6.758, -0.316], [2.430, 8.063, -0.937], [1.492, 5.687, -1.132], [-0.757, 6.220, -0.715], [-0.002, 7.716, -1.266], [0.123, 9.460, 0.096], [0.837, 8.857, 1.617], [-0.839, 9.411, 1.585], [0.638, 4.730, 0.814], [1.033, 5.992, 1.721]],
  "energy_ev": -139561.532,
  "e_homo_ev": -8.3
}

***

{
  "formula": "C10H14N2OS",
  "method": "ωB97M-V/def2-TZVPD",
  "symbols": ["C", "C", "C", "C", "C", "C", "C", "C", "C", "C", "N", "N", "O", "S", "H", "H", "H", "H", "H", "H", "H", "H", "H", "H", "H", "H", "H", "H"],
  "coordinates": [[-0.214, -3.510, 0.331], [-1.523, -2.905, 0.484], [0.906, -2.792, 0.132], [-1.606, -1.637, 0.231], [0.850, -1.486, -0.399], [-0.440, -0.829, -0.169], [3.006, 2.127, -1.329], [-1.017, 2.626, -0.613], [-1.610, 1.319, 1.610], [-1.483, 1.235, -0.002], [1.908, -0.890, -0.898], [-0.376, 0.416, -0.383], [3.657, 0.810, 0.714], [2.446, 1.266, -0.049], [-0.252, -4.550, 0.787], [-2.472, -3.513, 0.498], [1.778, -3.314, 0.212], [-2.584, -1.224, 0.280], [4.018, 2.164, -1.480], [2.302, 2.430, -2.127], [-0.996, 3.448, 0.075], [-0.046, 2.541, -1.131], [-1.671, 2.929, -1.404], [-1.951, 2.277, 1.940], [-0.684, 1.042, 2.114], [-2.304, 0.598, 1.934], [-2.424, 0.813, -0.495], [2.779, -1.390, -0.862]],
  "energy_ev": -26455.005,
  "e_homo_ev": [-8.3, -8.3]
}

***

{
  "formula": "C4H9NO",
  "method": "ωB97M-V/def2-TZVPD",
  "symbols": ["C", "C", "C", "N", "C", "O", "H", "H", "H", "H", "H", "H", "H", "H", "H"],
  "coordinates": [[-0.922, 0.045, 1.032], [-0.221, -0.449, -0.221], [-0.911, -0.501, -1.590], [0.689, 0.686, -0.127], [1.640, 0.530, 0.959], [2.464, -0.358, 0.972], [-1.578, 0.904, 0.732], [0.279, 0.160, 1.780], [-1.354, -0.559, 1.796], [0.282, -1.410, -0.032], [-0.156, -0.686, -2.370], [-1.405, 0.447, -1.830], [-1.655, -1.301, -1.664], [1.098, 1.025, -0.973], [1.748, 1.467, 1.535]],
  "energy_ev": -7828.353,
  "e_homo_ev": -9.2
}

***

{
  "formula": "C6H10NO",
  "method": "ωB97M-V/def2-TZVPD",
  "symbols": ["C", "O", "C", "C", "C", "C", "N", "C", "H", "H", "H", "H", "H", "H", "H", "H", "H", "H"],
  "coordinates": [[2.602, -0.949, -0.689], [2.448, -0.671, -1.996], [1.614, -0.119, 0.163], [0.159, -0.291, -0.365], [-0.770, 0.852, -0.539], [-2.097, 0.566, -0.298], [-2.820, -0.406, 0.521], [-2.514, 0.510, 1.427], [2.471, -2.029, -0.369], [3.644, -0.726, -0.351], [1.889, 0.932, 0.263], [1.726, -0.559, 1.181], [0.278, -0.863, -1.292], [-0.377, -1.002, 0.297], [-0.466, 1.713, -1.146], [-2.865, 1.251, -0.691], [-3.207, 1.334, 1.696], [-1.715, 0.456, 2.189]],
  "energy_ev": -9916.575,
  "e_homo_ev": -2.5,
  "charge": -1
}